(1)
C29H27F6HgN8O10PS3 as an isolated structure in a non-equilibrium geometry. Source: OMol25; level of theory: wB97M-V/def2-TZVPD.

The geometry in XYZ format:
```
85
Properties=species:S:1:pos:R:3:lowdin_spin:R:1
Hg -0.979 -0.123 -0.557 0.018
C -3.512 1.789 2.707 0.025
C -3.120 1.389 1.447 0.010
N -1.847 1.118 1.153 0.030
C -0.942 1.212 2.162 0.009
C -1.380 1.629 3.427 0.004
N -2.631 1.919 3.702 0.010
C 0.437 0.841 1.861 0.065
C 1.470 0.916 2.776 0.020
C 2.767 0.485 2.439 0.096
C 2.930 -0.056 1.158 -0.030
C 1.878 -0.087 0.260 0.100
N 0.657 0.402 0.600 0.181
C 1.996 -0.572 -1.099 0.065
C 3.157 -1.136 -1.653 0.008
N 3.292 -1.393 -2.931 0.046
C 2.244 -1.112 -3.723 0.082
C 1.044 -0.692 -3.199 0.025
N 0.894 -0.423 -1.899 0.122
C 3.890 0.601 3.366 0.009
C 3.744 1.103 4.666 0.024
C 4.854 1.216 5.481 -0.002
N 6.078 0.869 5.117 0.029
C 6.228 0.388 3.894 -0.001
C 5.192 0.239 2.995 0.024
H -4.539 2.031 2.941 0.001
H -3.838 1.295 0.643 0.000
H -0.692 1.745 4.254 0.000
H 1.275 1.317 3.754 0.001
H 3.883 -0.450 0.847 -0.004
H 4.010 -1.390 -1.039 -0.001
H 2.401 -1.246 -4.783 0.005
H 0.178 -0.539 -3.830 0.000
H 2.786 1.409 5.051 0.002
H 4.764 1.614 6.484 -0.001
H 7.239 0.117 3.616 -0.001
H 5.414 -0.147 2.015 0.001
F -3.780 -4.122 2.366 0.000
C -3.340 -3.409 1.329 0.000
F -4.355 -2.624 0.934 0.000
F -3.110 -4.245 0.324 0.000
S -1.905 -2.307 1.921 0.002
O -1.100 -2.001 0.760 0.011
O -2.610 -1.207 2.492 0.000
N -1.134 -3.124 3.002 0.001
S -0.218 -4.286 2.430 0.000
O -0.633 -4.723 1.131 0.000
O 0.055 -5.276 3.415 0.000
C 1.465 -3.452 2.164 0.000
F 1.612 -2.933 0.943 0.002
F 2.454 -4.335 2.323 0.000
F 1.656 -2.472 3.049 0.000
C -3.972 -3.876 -2.906 0.000
O -3.047 -3.250 -3.785 0.000
P -1.986 -2.092 -3.351 0.001
O -1.386 -2.578 -1.930 0.005
C -0.375 -3.577 -1.861 0.001
O -2.935 -0.998 -2.531 0.001
C -3.973 -0.376 -3.261 0.000
H -3.608 -4.871 -2.641 0.000
H -4.923 -3.967 -3.435 0.000
H -4.111 -3.292 -1.995 0.000
H 0.465 -3.176 -1.292 0.000
H -0.044 -3.879 -2.858 0.000
H -0.774 -4.437 -1.318 0.000
H -3.610 0.024 -4.211 0.000
H -4.359 0.435 -2.645 0.000
H -4.777 -1.086 -3.467 0.000
N -1.706 1.740 -2.002 -0.001
C -0.980 2.992 -2.034 0.000
C -1.670 4.188 -2.194 0.000
C -0.963 5.373 -2.340 0.000
C 0.415 5.354 -2.329 0.000
C 1.102 4.175 -2.129 0.000
C 0.408 2.985 -1.987 0.001
S 1.351 6.893 -2.628 0.000
O 0.428 7.711 -3.405 0.000
O 2.528 6.437 -3.356 0.000
O 1.619 7.389 -1.283 0.000
H -2.695 1.958 -1.891 0.000
H -1.593 1.282 -2.904 0.000
H -2.754 4.189 -2.234 0.000
H -1.456 6.318 -2.503 0.000
H 2.181 4.205 -2.124 0.000
H 0.927 2.045 -1.862 0.001
```

Output
<S²>: 0.783
E_HOMO (alpha / beta), eV: -4.002 / -5.686
F_max, eV Å⁻¹: 2.91
2S+1: 2
Net charge: -1
Frontier orbital gap (alpha / beta), hartree: 0.1710 / 0.2328
LUMO energy (alpha / beta), Eh: 0.0239 / 0.0238

***

(2)
A 13-piece molecular cluster, C28H55Cl24FO7S2 overall in a non-equilibrium geometry. Source: OMol25; level of theory: wB97M-V/def2-TZVPD.

The geometry in XYZ format:
```
117
Properties=species:S:1:pos:R:3:mulliken_charge:R:1
C 6.591 -1.744 2.672 -1.243
O 5.224 -1.356 2.479 -0.237
C 4.483 -2.209 3.306 -0.961
C 2.992 -1.932 3.245 0.562
S 2.391 -0.242 3.734 1.301
O 1.422 -0.414 4.734 -0.569
O 3.436 0.609 4.137 -0.630
F 1.630 0.381 2.511 -0.130
C 2.251 -2.473 2.001 0.124
O 1.339 -3.549 2.322 -0.285
S 1.684 -4.026 3.801 1.105
O 0.612 -4.126 4.710 -0.537
O 2.454 -5.210 3.824 -0.571
O 2.486 -2.727 4.330 -0.371
H 6.727 -2.834 2.512 0.407
H 6.898 -1.565 3.712 0.502
H 7.266 -1.235 1.991 0.446
H 4.831 -2.233 4.347 0.559
H 4.611 -3.240 2.925 0.446
H 1.657 -1.738 1.452 0.172
H 2.949 -2.817 1.229 -0.192
Cl 3.562 -4.919 -0.981 -0.194
C 4.213 -3.669 -2.075 -0.397
C 5.606 -3.252 -1.680 -0.398
Cl 5.609 -2.360 -0.138 -0.020
H 3.525 -2.826 -2.071 0.210
H 4.225 -4.095 -3.077 0.408
H 6.023 -2.590 -2.437 0.299
H 6.267 -4.110 -1.574 0.141
Cl -0.179 2.575 -2.689 -0.082
C 0.195 2.427 -0.955 -0.635
C 1.518 1.753 -0.699 -0.193
Cl 1.485 0.023 -1.141 -0.162
H -0.626 1.889 -0.492 0.158
H 0.213 3.438 -0.550 0.409
H 1.756 1.805 0.362 0.099
H 2.324 2.226 -1.254 0.376
Cl -5.451 3.631 -2.138 -0.165
C -4.533 2.102 -2.189 -0.131
C -4.242 1.567 -0.809 -0.517
Cl -3.075 2.591 0.069 -0.203
H -3.619 2.280 -2.753 0.092
H -5.141 1.385 -2.738 0.236
H -3.801 0.575 -0.888 0.342
H -5.144 1.493 -0.206 0.375
Cl -2.872 -1.102 6.201 -0.206
C -1.405 -0.208 6.681 -0.055
C -1.190 -0.228 8.172 -0.447
Cl -2.416 0.729 9.046 -0.198
H -1.493 0.808 6.304 0.342
H -0.565 -0.686 6.182 -0.030
H -0.221 0.210 8.407 0.295
H -1.213 -1.242 8.564 0.333
Cl 7.915 -5.580 -0.038 -0.145
C 9.394 -4.647 0.306 -0.561
C 9.747 -4.670 1.771 -0.470
Cl 8.572 -3.751 2.751 -0.166
H 9.243 -3.630 -0.052 0.297
H 10.198 -5.099 -0.272 0.385
H 10.721 -4.207 1.925 0.321
H 9.788 -5.686 2.156 0.337
Cl -2.687 3.076 -5.755 -0.165
C -0.946 3.434 -5.911 -0.054
C -0.454 3.258 -7.324 -0.527
Cl -0.449 1.549 -7.830 -0.204
H -0.418 2.796 -5.211 0.114
H -0.805 4.467 -5.598 0.132
H 0.573 3.613 -7.400 0.342
H -1.063 3.816 -8.031 0.356
Cl 4.409 -8.270 -1.634 -0.158
C 2.637 -8.208 -1.803 -0.420
C 2.107 -9.333 -2.655 -0.436
Cl 2.573 -9.155 -4.367 -0.190
H 2.372 -7.237 -2.213 0.287
H 2.220 -8.280 -0.799 0.285
H 1.019 -9.337 -2.622 0.310
H 2.465 -10.300 -2.308 0.324
Cl -7.963 0.363 -2.584 -0.186
C -8.796 1.260 -3.879 -0.453
C -9.500 2.486 -3.354 -0.210
Cl -10.899 2.071 -2.332 -0.191
H -9.488 0.579 -4.369 0.382
H -8.036 1.554 -4.602 0.253
H -9.880 3.076 -4.187 0.311
H -8.828 3.110 -2.768 0.098
Cl -3.570 7.955 -5.877 -0.219
C -4.332 6.675 -4.893 -0.351
C -3.688 6.542 -3.539 0.099
Cl -2.033 5.888 -3.650 -0.147
H -4.279 5.744 -5.453 0.210
H -5.380 6.947 -4.775 0.350
H -4.260 5.849 -2.924 -0.251
H -3.637 7.497 -3.020 0.317
Cl 1.358 7.741 -1.535 -0.198
C 0.335 8.634 -2.692 0.061
C -0.421 9.760 -2.036 -0.509
Cl -1.684 9.162 -0.927 -0.171
H -0.343 7.925 -3.157 -0.137
H 0.999 9.034 -3.457 0.308
H -0.924 10.356 -2.797 0.285
H 0.241 10.413 -1.471 0.369
Cl -8.099 5.021 0.162 -0.168
C -6.685 5.217 1.230 -0.358
C -6.715 6.524 1.980 -0.422
Cl -6.466 7.922 0.902 -0.189
H -5.788 5.126 0.620 0.201
H -6.704 4.387 1.936 0.298
H -5.911 6.544 2.715 0.310
H -7.660 6.664 2.501 0.330
Cl 0.586 -9.822 5.273 -0.203
C 0.213 -8.263 4.490 -0.218
C -0.945 -7.561 5.145 -0.251
Cl -2.487 -8.412 4.863 -0.205
H 0.017 -8.453 3.438 0.345
H 1.109 -7.649 4.564 0.077
H -1.053 -6.561 4.727 0.108
H -0.804 -7.466 6.219 0.356
```

Output
E_HOMO, eV: -10.458
F_max, eV Å⁻¹: 2.67
Frontier orbital gap, hartree: 0.3878
LUMO energy, Eh: 0.0035

***

(3)
The molecule C3H7NO2 in a non-equilibrium geometry. Source: OMol25; level of theory: wB97M-V/def2-TZVPD.

The geometry in XYZ format:
```
13
Properties=species:S:1:pos:R:3:mulliken_charge:R:1
C 1.505 -0.763 0.013 -0.622
C -1.065 -0.508 -0.066 0.437
C -0.968 0.992 0.282 -0.266
H 1.419 0.397 0.040 0.302
H 2.174 -0.914 -1.056 0.220
H 2.188 -1.330 0.840 0.244
H -0.171 -2.168 -0.233 0.194
H -1.951 1.519 0.092 0.366
H -0.877 0.883 1.405 0.192
H -0.311 2.634 -0.597 0.368
N 0.077 -1.235 -0.095 -0.175
O -2.163 -1.077 -0.257 -0.664
O 0.142 1.568 -0.367 -0.596
```

Output
Energy above the lowest of the compared OMol25 structures with the same formula, charge and spin, eV: 3.199
E_HOMO, eV: -9.476
F_max, eV Å⁻¹: 7.10
Frontier orbital gap, hartree: 0.3568
Structure (SMILES): CNC(=O)CO
LUMO energy, Eh: 0.0086

***

(4)
The molecule C4H4ClNOS in a non-equilibrium geometry. Source: OMol25; level of theory: wB97M-V/def2-TZVPD.

The geometry in XYZ format:
```
12
Properties=species:S:1:pos:R:3:mulliken_charge:R:1
C -1.597 1.959 0.030 -0.702
C 1.225 -0.115 -0.010 0.338
C 0.353 -1.109 -0.031 -0.478
C -0.950 -0.426 0.041 0.236
H -2.571 1.462 -0.241 0.233
H -1.322 2.703 -0.765 0.282
H -1.714 2.392 1.087 0.276
H 0.530 -2.179 -0.023 0.381
N -0.703 0.887 -0.027 0.337
O 0.710 1.135 -0.049 -0.356
S -2.488 -1.074 0.000 -0.410
Cl 2.938 -0.255 0.021 -0.138
```

Output
Energy above the lowest of the compared OMol25 structures with the same formula, charge and spin, eV: 1.824
E_HOMO, eV: -8.419
F_max, eV Å⁻¹: 2.27
Frontier orbital gap, hartree: 0.3266
Structure (SMILES): Cn1oc(Cl)cc1=S
LUMO energy, Eh: 0.0172

***

(5)
C15H27N5NdO6 as an isolated structure in a non-equilibrium geometry. Source: OMol25; level of theory: wB97M-V/def2-TZVPD.

The geometry in XYZ format:
```
54
Properties=species:S:1:pos:R:3:lowdin_spin:R:1
O -0.988 -2.312 -2.526 0.000
H -0.474 -2.460 -3.345 0.000
Nd -0.517 1.322 -0.477 3.036
N 1.196 2.053 -2.047 0.019
N 1.620 -0.171 -0.966 -0.025
N -2.433 1.079 1.069 -0.004
N -0.257 -0.170 1.561 -0.004
O 0.004 2.547 -2.410 0.004
O -3.785 1.464 0.742 0.000
O 0.752 -1.063 1.811 0.000
O 2.056 -1.204 -0.276 -0.022
C 2.297 0.036 -2.133 0.011
C 1.762 1.120 -2.879 -0.016
C -2.291 0.698 2.345 0.001
C -1.054 0.033 2.639 0.001
C 1.765 1.197 -4.354 -0.003
H 1.002 0.528 -4.790 -0.001
H 2.735 0.893 -4.772 0.000
H 1.546 2.216 -4.682 0.000
C 3.446 -0.817 -2.538 0.002
H 3.173 -1.880 -2.568 0.001
H 4.286 -0.698 -1.836 0.001
H 3.802 -0.526 -3.532 0.000
C -3.359 0.853 3.369 0.000
C -0.708 -0.441 4.009 0.000
H -4.301 1.163 2.904 0.000
H -3.076 1.602 4.127 0.000
H -3.511 -0.100 3.899 0.000
H 0.276 -0.917 4.009 0.000
H -1.446 -1.169 4.376 0.000
H -0.687 0.401 4.717 0.000
H -3.955 1.095 -0.149 0.000
H 1.301 -1.150 0.892 0.000
C -1.036 -3.483 -1.761 0.000
H -1.597 -4.275 -2.263 0.000
H -1.549 -3.223 -0.818 0.000
H -0.041 -3.856 -1.468 0.000
O -1.987 0.023 -1.666 -0.002
H -1.645 -0.900 -1.966 0.000
H -2.858 0.199 -2.099 0.001
N 1.103 2.756 0.806 -0.003
C 1.452 2.463 2.150 0.000
C 0.713 3.045 3.182 0.001
C 1.205 2.956 4.488 0.000
C 2.362 2.207 4.749 0.001
C 2.988 1.492 3.718 0.000
C 2.501 1.585 2.411 0.001
H 0.654 3.669 0.677 0.000
H 1.819 2.613 0.084 0.000
H -0.213 3.582 2.958 0.000
H 0.701 3.493 5.296 0.000
H 2.774 2.179 5.762 0.000
H 3.871 0.882 3.923 0.000
H 2.944 1.004 1.601 0.000
```

Output
<S²>: 3.758
Energy above the lowest of the compared OMol25 structures with the same formula, charge and spin, eV: 0.000
E_HOMO (alpha / beta), eV: -10.215 / -10.205
F_max, eV Å⁻¹: 3.83
2S+1: 4
Net charge: +1
Frontier orbital gap (alpha / beta), hartree: 0.2261 / 0.2256
LUMO energy (alpha / beta), Eh: -0.1493 / -0.1495

***

(6)
The molecule C5H13N in a non-equilibrium geometry. Source: OMol25; level of theory: wB97M-V/def2-TZVPD.

The geometry in XYZ format:
```
19
Properties=species:S:1:pos:R:3:mulliken_charge:R:1
C 1.161 0.071 0.889 -0.294
C 1.533 1.304 1.725 -1.387
C 0.408 0.366 -0.396 -0.671
N -0.994 -0.127 -0.350 -0.172
C -1.021 -1.596 -0.285 -0.949
C -1.611 0.239 -1.663 -1.011
H 2.089 -0.502 0.717 0.303
H 0.662 -0.550 1.624 0.344
H 0.678 2.003 1.789 0.355
H 2.373 1.944 1.439 0.320
H 1.641 0.993 2.770 0.353
H 0.357 1.389 -0.754 0.508
H 0.928 -0.248 -1.123 0.301
H -1.317 -2.155 -1.173 0.323
H -0.064 -1.981 0.097 0.336
H -1.578 -1.904 0.626 0.318
H -1.224 -0.413 -2.488 0.334
H -1.380 1.247 -1.974 0.332
H -2.641 -0.082 -1.471 0.360
```

Output
Energy above the lowest of the compared OMol25 structures with the same formula, charge and spin, eV: 1.689
E_HOMO, eV: -8.626
F_max, eV Å⁻¹: 2.77
Frontier orbital gap, hartree: 0.3603
Structure (SMILES): CCCN(C)C
LUMO energy, Eh: 0.0433

***

(7)
The molecule C3H7BO2S in a non-equilibrium geometry. Source: OMol25; level of theory: wB97M-V/def2-TZVPD.

The geometry in XYZ format:
```
14
Properties=species:S:1:pos:R:3:mulliken_charge:R:1
B 1.920 -0.602 -0.681 0.531
C 1.117 0.403 0.233 -0.624
C -0.367 0.438 0.359 -0.018
C -2.916 0.801 0.913 -0.713
O 1.257 -1.555 -1.379 -0.552
O 3.272 -0.399 -0.717 -0.539
S -1.227 1.349 1.451 -0.049
H 1.834 0.986 0.760 0.294
H -0.607 -0.537 -0.074 0.291
H -2.721 0.341 -0.038 0.255
H -3.563 1.716 0.930 0.290
H -3.289 0.088 1.611 0.263
H 1.485 -1.954 -2.187 0.287
H 3.804 -1.074 -1.181 0.285
```

Output
Energy above the lowest of the compared OMol25 structures with the same formula, charge and spin, eV: 1.205
E_HOMO, eV: -7.815
F_max, eV Å⁻¹: 8.42
Frontier orbital gap, hartree: 0.3022
Structure (SMILES): CS/C=C/B(O)O
LUMO energy, Eh: 0.0150

***

(8)
C28H24BrN6O4Pt as an isolated structure. Source: OMol25; level of theory: wB97M-V/def2-TZVPD.

The geometry in XYZ format:
```
64
Properties=species:S:1:pos:R:3:mulliken_charge:R:1
Pt -0.859 0.501 0.480 0.667
C 0.609 -2.292 1.858 -1.163
C 1.052 -0.998 2.458 1.277
C 1.991 -1.041 3.472 -0.827
C 2.414 0.138 4.061 -0.996
C 1.914 1.329 3.571 -0.656
C 0.985 1.312 2.546 0.637
N 0.516 0.151 2.015 -0.061
C 0.451 2.554 1.951 0.760
C 0.664 3.844 2.398 -0.799
C 0.028 4.888 1.736 -0.944
C -0.815 4.633 0.666 -0.733
C -0.994 3.320 0.258 0.696
N -0.333 2.339 0.885 0.251
C -1.857 2.846 -0.842 0.607
C -2.547 3.713 -1.653 -0.539
C -3.259 3.206 -2.735 -0.872
C -3.184 1.857 -2.992 -0.760
C -2.465 1.009 -2.149 0.977
C -2.312 -0.428 -2.542 -1.355
N -1.870 1.489 -1.041 -0.026
H 1.166 -3.126 2.277 0.538
H 1.877 -2.631 0.195 -0.349
H -0.455 -2.467 1.971 0.484
H 2.390 -1.994 3.792 0.499
H 3.137 0.129 4.866 0.482
H 2.252 2.271 3.978 0.414
H 1.290 4.046 3.254 0.471
H 0.178 5.906 2.070 0.489
H -1.328 5.446 0.174 0.427
H -2.523 4.776 -1.466 0.410
H -3.821 3.865 -3.382 0.481
H -3.663 1.433 -3.864 0.486
H -2.410 -0.512 -3.622 0.647
H -3.089 -1.057 -2.106 0.206
H -1.331 -0.805 -2.264 0.147
C -4.022 -0.410 1.046 -1.475
C -3.122 -1.453 0.498 0.480
N -1.811 -1.362 0.296 -0.216
C -1.417 -2.574 -0.256 -0.561
C -2.512 -3.385 -0.411 0.345
N -3.548 -2.663 0.087 0.006
C -2.851 -4.790 -0.876 0.594
O -1.932 -5.508 -1.486 -0.439
O -3.960 -5.163 -0.645 -0.489
C -0.050 -2.972 -0.495 1.004
O 0.396 -3.758 -1.252 -0.515
O 0.890 -2.291 0.395 0.442
H -3.501 0.193 1.787 0.291
H -4.894 -0.866 1.513 0.486
H -4.373 0.246 0.246 0.280
H -4.486 -3.055 0.150 0.307
H -1.113 -5.030 -1.689 0.370
Br 3.739 -3.233 -0.009 -0.152
C 4.435 -1.430 -0.040 0.612
C 5.748 -1.260 -0.429 -0.764
C 6.208 0.048 -0.458 -0.274
C 5.344 1.076 -0.106 -0.820
C 4.052 0.760 0.270 -0.053
N 3.585 -0.496 0.312 -0.060
H 6.376 -2.096 -0.701 0.424
H 7.227 0.257 -0.757 0.443
H 5.668 2.107 -0.129 0.423
H 3.349 1.539 0.540 0.338
```

Output
E_HOMO, eV: -17.055
F_max, eV Å⁻¹: 0.20
Net charge: +3
Frontier orbital gap, hartree: 0.2770
LUMO energy, Eh: -0.3498